## 1
10
Properties=species:S:1:pos:R:3 method="wB97M-V/def2-TZVPD" smiles="N[C@@H]1OC1=O.Cl" homo_lumo_gap_ha=0.4040 e_lumo_ev=0.6
N -0.469 1.378 -0.536
C 0.398 0.322 -0.447
O 0.383 -0.755 -1.669
C 0.139 -1.110 -0.410
O -0.111 -2.159 0.090
H -0.159 2.159 -1.077
H -1.386 1.342 -0.807
H 1.384 0.787 -0.186
Cl 0.241 -0.391 2.490
H -0.418 -1.574 2.553

=====

## 2
10
Properties=species:S:1:pos:R:3 method="wB97M-V/def2-TZVPD" homo_lumo_gap_ha="0.3110 / 0.2903" e_lumo_ev="-1.9 / -2.3"
C -1.079 0.000 1.720
C 0.833 -0.450 -1.434
N -0.604 0.557 0.599
O -0.885 0.351 2.858
O -0.175 -0.902 -0.739
Cl 0.673 1.661 0.624
H -1.979 -0.637 1.358
H 0.520 -0.220 -2.453
H 1.680 -1.003 -1.286
H 1.016 0.644 -1.246

=====

The structure with the least stability is 2.